DFT (ωB97M-V/def2-TZVPD) results for 2 unconnected molecules or ions with the total composition C11H20N5 in a non-equilibrium geometry.

Properties
Net charge: +1
HOMO energy (spin up / spin down) (eV): -10.14 / -10.14
LUMO energy (spin up / spin down) (eV): -2.81 / -2.81
Frontier orbital gap (spin up / spin down) (eV): 7.33 / 7.33

XYZ file:
```
36
C11H20N5 | the Open Molecules 2025 dataset | ωB97M-V/def2-TZVPD
N -1.59 -1.87 1.12
N 0.13 -1.54 -1.13
N 1.66 -0.35 0.12
N -2.08 0.79 0.09
N -1.02 0.96 -0.61
C -0.21 -1.59 1.39
C 2.25 0.20 1.25
C 0.53 -1.07 0.08
C -1.78 -2.74 -0.06
C 3.49 1.02 -0.61
C 3.36 0.86 0.90
C -1.78 3.06 0.36
C -0.70 2.37 -0.54
C -1.24 -2.10 -1.35
C 2.40 -0.06 -1.02
C -2.70 1.83 0.65
H -2.32 3.81 -0.37
H 0.32 2.48 -0.08
H -2.10 -2.33 1.90
H 1.92 0.11 2.28
H 4.10 1.32 1.57
H -1.81 -1.21 -1.71
H -0.27 -0.85 2.15
H -0.87 2.93 -1.53
H -1.30 -2.86 -2.22
H 4.38 0.62 -1.11
H 0.35 -2.45 1.69
H 1.86 0.29 -1.89
H 0.36 -0.85 -1.85
H -1.35 3.39 1.34
H -2.34 -0.22 0.36
H 2.96 -1.01 -1.33
H -1.26 -3.66 0.07
H 3.14 2.08 -0.82
H -2.86 -3.02 -0.29
H -3.65 1.63 1.18
```

DFT (ωB97M-V/def2-TZVPD) results for 12 unconnected molecules or ions with the total composition C5H34N2O12 in a non-equilibrium geometry.

Properties
Net charge: 0
HOMO energy (eV): -9.44
LUMO energy (eV): -0.34
Frontier orbital gap (eV): 9.10
SMILES string: C=NCC[C@H](N)CO.O.O.O.O.O.O.O.O.O.O.O

XYZ file:
```
53
C5H34N2O12 | the Open Molecules 2025 dataset | ωB97M-V/def2-TZVPD
O 0.93 1.06 0.95
O 4.02 2.73 -2.01
O 0.48 -2.77 0.19
O 3.43 -0.25 -2.16
O -3.73 2.89 -0.77
O 0.82 -3.05 4.15
O 2.15 1.82 3.54
O -0.97 3.00 -0.23
O -3.76 1.67 1.83
O 1.51 -2.18 -3.93
O 2.38 -0.96 4.01
O -2.60 -0.69 3.41
N -1.94 -1.61 0.29
N 0.20 0.30 -3.08
C -1.30 -1.75 -1.06
C 0.18 -1.77 -0.82
C 0.60 1.51 -3.03
C -1.08 -0.31 -3.23
C -1.86 -0.52 -1.94
H 2.79 0.42 -2.20
H 0.45 -0.81 -0.36
H -3.38 0.83 2.17
H 0.37 0.62 1.61
H -2.61 -1.37 4.12
H -2.85 3.16 -0.91
H -0.91 -1.29 -3.79
H 1.53 1.64 1.47
H -1.83 -1.04 2.91
H -1.02 2.65 0.67
H -2.01 -2.48 0.75
H -1.75 0.24 -4.03
H 0.39 -2.98 3.28
H 3.13 2.97 -2.23
H -2.95 -0.71 -2.14
H 1.64 1.49 -2.78
H -1.77 0.38 -1.35
H 2.41 2.65 3.89
H 2.20 -2.32 -3.21
H 2.13 1.30 4.32
H 0.01 -2.84 4.70
H 4.20 2.45 -1.13
H -0.10 2.72 -0.59
H 3.29 -1.17 3.93
H 1.99 -1.81 4.20
H 4.02 0.08 -1.45
H -1.59 -2.62 -1.70
H 1.48 -1.17 -3.86
H -3.85 2.31 2.58
H -3.74 1.97 -0.57
H 0.91 -3.57 -0.15
H 0.02 2.44 -3.02
H 0.76 -2.14 -1.65
H -2.81 -1.12 0.41
```

DFT (ωB97M-V/def2-TZVPD) results for 2 unconnected molecules or ions with the total composition C2H7NO2 in a non-equilibrium geometry.

Properties
Net charge: 0
HOMO energy (eV): -9.88
LUMO energy (eV): 0.47
Frontier orbital gap (eV): 10.35
SMILES string: CNC=O.O

XYZ file:
```
12
C2H7NO2 | the Open Molecules 2025 dataset | ωB97M-V/def2-TZVPD
O -0.21 -0.85 3.59
O 0.57 0.49 -6.02
N -0.60 0.07 1.53
C -0.03 0.35 0.22
C 0.18 -0.34 2.57
H 0.15 0.21 -5.21
H -0.18 -0.48 -0.47
H -0.50 1.23 -0.21
H -0.01 1.21 -6.36
H 1.25 -0.12 2.41
H -1.60 -0.09 1.57
H 1.03 0.57 0.31
```

Going through the records in order, we get E values of -704.5528, -1223.1849, -285.6340 hartree.
Going through the records in order, we get energy relative to the best compared isomer or geometry (same formula, charge and spin) values of 0.00, 124.29, 23.72 kcal per mole.